[1]
This record from the Open Molecules 2025 dataset describes a cluster of 2 separate species, C14H16BBrNO14 in total. The level of theory is ωB97M-V with the def2-TZVPD basis set.

The value obtained for the LUMO energy is 0.9 eV. Its net charge is -1.

Last column: Löwdin charge in e.
Geometry (Å):
1 Br -5.76 -4.97 -1.89  0.613
2 O 4.19 3.50 1.79  0.239
3 O 4.03 5.00 -0.01  0.241
4 O 3.21 2.74 -0.28  0.234
5 O -3.82 0.57 -2.99  0.051
6 O -5.65 -4.80 1.03  -0.095
7 O 3.28 1.00 -1.72  0.121
8 O 2.43 -2.72 -0.43  -0.132
9 O -3.09 0.71 0.21  -0.123
10 O 6.11 1.45 -1.60  0.139
11 O -2.60 -0.91 -1.35  -0.042
12 O 5.53 3.11 -0.18  0.245
13 O 3.88 5.03 3.43  0.135
14 O -4.92 -0.99 -1.27  -0.026
15 O 3.68 6.86 1.22  0.136
16 N 0.19 -0.14 0.40  -0.106
17 C 3.97 4.74 2.25  -0.390
18 C 5.26 2.08 -1.00  -0.385
19 C -3.87 -3.21 -0.15  -0.096
20 C 3.87 5.66 1.14  -0.389
21 C -5.11 -4.32 -0.10  -0.600
22 C -2.99 -0.76 0.09  -0.215
23 C -1.92 1.30 0.87  -0.151
24 C 3.84 1.86 -1.06  -0.374
25 C 0.95 -2.50 -0.40  -0.334
26 C -3.82 -0.34 -2.01  -0.215
27 C -4.40 -1.65 -0.02  -0.135
28 C 0.70 -0.92 -0.81  -0.163
29 C 0.48 -2.87 1.14  -0.090
30 C -0.51 1.15 -0.02  -0.163
31 B 4.24 3.59 0.33  -0.930
32 H -2.39 -1.37 0.89  0.158
33 H 0.41 -3.25 -1.15  0.140
34 H 0.45 -4.05 1.20  0.085
35 H 1.24 -2.43 1.92  0.094
36 H -5.10 -1.38 0.89  0.191
37 H -2.10 2.47 0.94  0.137
38 H -3.14 -3.43 0.75  0.138
39 H 2.68 -2.89 -1.38  0.107
40 H 1.07 0.14 0.93  0.124
41 H -3.30 -3.43 -1.17  0.137
42 H -0.59 -2.48 1.42  0.047
43 H 1.75 -0.46 -1.13  0.110
44 H -1.76 0.92 1.98  0.134
45 H -0.85 1.12 -1.16  0.138
46 H 0.01 -0.79 -1.76  0.125
47 H 0.24 2.05 0.19  0.135

[2]
This record from the Open Molecules 2025 dataset describes a structure of composition C14H16Cl5CrN2O3Se3Te. The level of theory is ωB97M-V with the def2-TZVPD basis set.

The spin multiplicity is 5. The value obtained for the LUMO energy (spin up / spin down) is 2.2 / 2.2 eV. Its net charge is -1. Its expectation value of S² is 6.025.

Last column: Löwdin charge in e.
Geometry (Å):
1 Te -3.66 2.34 -2.28  0.200
2 Se -2.35 0.17 -2.46  -0.113
3 Se -0.61 3.35 -0.38  -0.089
4 Se -1.76 3.93 -2.35  -0.293
5 Cr -0.21 0.77 -1.19  0.134
6 Cl 4.14 1.85 -4.96  0.642
7 Cl 3.49 -3.21 -3.19  0.631
8 Cl 0.90 -2.34 -1.70  0.720
9 Cl 1.55 2.69 -3.45  0.656
10 Cl 5.12 -1.11 -4.82  0.637
11 O 1.21 0.22 0.28  -0.058
12 O -1.32 0.93 1.67  0.001
13 O -0.98 -1.36 0.48  -0.196
14 N 2.30 -0.84 1.92  -0.129
15 N -3.59 0.91 1.56  -0.130
16 C 2.39 -1.90 2.90  -0.047
17 C 2.96 -1.56 -3.25  -0.712
18 C 3.53 -0.14 1.58  -0.018
19 C -4.80 0.30 1.03  -0.060
20 C 1.35 0.17 -2.57  -0.252
21 C 3.24 0.69 -4.04  -0.707
22 C -2.30 -1.09 0.91  -0.147
23 C -3.68 2.33 1.87  -0.051
24 C -2.37 0.35 1.41  -0.452
25 C 1.20 -0.63 1.17  -0.397
26 C 1.81 -1.14 -2.58  -0.677
27 C -0.01 -1.49 1.48  -0.151
28 C 3.69 -0.63 -3.99  -0.717
29 C 2.09 1.05 -3.34  -0.689
30 H -2.62 -1.78 1.70  0.139
31 H 4.21 -0.79 1.02  0.099
32 H 3.17 -1.64 3.62  0.087
33 H -4.94 0.56 -0.02  0.047
34 H -4.77 -0.78 1.14  0.082
35 H -5.65 0.68 1.61  0.087
36 H -0.39 -1.18 2.46  0.137
37 H 1.45 -2.00 3.46  0.085
38 H 3.30 0.72 0.98  0.095
39 H 4.03 0.17 2.50  0.087
40 H 0.30 -2.54 1.54  0.130
41 H -4.02 2.88 0.99  0.062
42 H 2.64 -2.86 2.45  0.099
43 H -4.38 2.48 2.70  0.083
44 H -2.69 2.70 2.13  0.070
45 H -2.92 -1.22 0.02  0.072

[3]
This record from the Open Molecules 2025 dataset describes the molecule C14H16ClN3O2S. The level of theory is ωB97M-V with the def2-TZVPD basis set.

As for the SMILES: CC(C)C[C@@H](C)COc1c(OC#N)c(Cl)cc2nsnc12. The value obtained for the LUMO energy is -2.2 eV.

Last column: Löwdin charge in e.
Geometry (Å):
1 Cl -4.99 -2.51 1.58  0.542
2 S -4.00 3.89 -1.27  0.886
3 O -0.37 0.54 0.00  -0.143
4 O -1.55 -1.96 1.18  -0.089
5 N -5.25 2.80 -0.70  -0.276
6 N -2.46 3.06 -0.94  -0.263
7 N -1.99 -3.10 3.66  0.123
8 C -5.07 0.27 0.43  -0.001
9 C 3.01 0.10 0.40  -0.364
10 C 1.28 -0.69 -1.61  -0.300
11 C -2.79 1.72 -0.33  -0.141
12 C 2.48 1.47 1.18  -0.110
13 C -2.50 -0.91 0.81  -0.088
14 C -4.42 1.64 -0.20  -0.246
15 C -4.14 -0.99 0.93  -0.451
16 C -1.84 0.48 0.16  -0.026
17 C 1.05 -2.14 -0.88  -0.106
18 C -0.09 0.22 -1.40  -0.170
19 C -1.70 -2.33 2.63  -0.126
20 C 2.67 0.08 -1.20  -0.163
21 C 4.68 0.13 0.51  -0.129
22 H 3.38 1.85 1.81  0.069
23 H 5.04 -0.88 0.01  0.082
24 H 5.09 1.08 -0.03  0.088
25 H -6.25 0.20 0.51  0.112
26 H 0.01 1.17 -2.11  0.141
27 H 2.61 1.22 -1.54  0.125
28 H -1.01 -0.41 -1.81  0.140
29 H 2.62 -0.82 1.01  0.121
30 H 1.00 -2.09 0.29  0.070
31 H 2.21 2.31 0.41  0.081
32 H 1.33 -0.92 -2.78  0.148
33 H -0.01 -2.55 -1.23  0.088
34 H 1.58 1.27 1.91  0.081
35 H 1.87 -2.94 -1.21  0.097
36 H 3.54 -0.44 -1.83  0.122
37 H 4.98 0.20 1.64  0.078

[4]
This record from the Open Molecules 2025 dataset describes the molecule C14H16ClN3S. The level of theory is ωB97M-V with the def2-TZVPD basis set.

As for the SMILES: S=c1[nH]c2cc(Cl)cc3c2n1CCN1CCCC[C@H]31. The value obtained for the LUMO energy is 0.7 eV.

Last column: Löwdin charge in e.
Geometry (Å):
1 Cl 0.31 -4.74 0.83  0.650
2 S -4.30 0.64 -2.50  0.571
3 N -2.27 0.38 -0.71  0.010
4 N 0.59 1.53 0.00  -0.135
5 N -3.09 -1.50 -1.59  0.106
6 C -2.04 -1.87 -0.80  -0.199
7 C -1.83 1.77 -0.67  -0.111
8 C -0.32 -3.20 0.28  -0.636
9 C 2.87 0.59 0.00  -0.197
10 C -3.17 -0.15 -1.57  -0.840
11 C 0.22 0.60 1.08  -0.222
12 C -0.34 -0.73 0.50  -0.059
13 C 2.81 0.11 1.44  -0.194
14 C -1.48 -3.11 -0.53  -0.028
15 C -1.53 -0.71 -0.25  -0.104
16 C 2.02 1.82 -0.26  -0.174
17 C 0.23 -1.98 0.75  -0.060
18 C -0.35 1.95 -1.03  -0.146
19 C 1.43 0.50 2.08  -0.116
20 H 3.65 0.55 1.98  0.109
21 H -2.42 2.33 -1.35  0.080
22 H -0.58 1.04 1.68  0.134
23 H -1.88 -4.07 -0.89  0.118
24 H -3.84 -2.09 -1.95  0.168
25 H -0.17 2.99 -1.21  0.111
26 H 1.56 1.51 2.51  0.119
27 H 2.52 -0.21 -0.68  0.119
28 H 2.18 2.18 -1.31  0.128
29 H -2.05 2.21 0.30  0.127
30 H 3.02 -0.95 1.43  0.088
31 H 2.30 2.66 0.40  0.118
32 H -0.20 1.44 -1.99  0.130
33 H 1.09 -2.02 1.42  0.098
34 H 1.14 -0.23 2.88  0.122
35 H 3.91 0.77 -0.30  0.110

Number 1: calculated total energy -4250.13046 hartree, maximum force 9.83 eV/Å. Number 2: calculated total energy -11696.21670 hartree, maximum force 0.43 eV/Å. Number 3: calculated total energy -1715.62487 hartree, maximum force 11.96 eV/Å. Number 4: calculated total energy -1565.74024 hartree, maximum force 3.07 eV/Å.